The following is a quantum chemistry calculation of a structure of composition C20H34As2N3O8PdS4, from OMol25.

Summary:
**Maximum force**: 1.30 eV/A
**LUMO level**: 0.0196 Ha
**Gap between HOMO and LUMO**: 3.7633 eV
**E_HOMO**: -0.119 hartree

ORCA input file:
```
! RIJCOSX wB97M-V def2-TZVPD def2/J DEFGRID3
* xyz -1 1
Pd 1.79929 1.47639 -0.30079
S 3.73838 3.03033 0.51982
S 3.83096 2.30545 2.38896
S 1.88242 1.92271 3.24804
S 0.60453 1.12904 1.89852
N -2.87336 5.64684 -0.77541
C -1.75473 4.75555 -1.26894
C -2.24118 3.68557 -2.22341
C -1.11661 2.60472 -2.17568
N -1.08388 2.10216 -0.81291
C 0.22141 3.25357 -2.57539
C 0.59457 4.53728 -1.81164
N 0.85866 4.27055 -0.40794
C -0.60641 5.52692 -1.88607
H -3.55932 5.06650 -0.29357
H -3.32262 6.13956 -1.54487
H -2.48827 6.32450 -0.11935
H -1.34625 4.23133 -0.39661
H -2.38277 4.07312 -3.23863
H -3.17014 3.22150 -1.87647
H -1.34620 1.82340 -2.90921
H -0.10137 1.87714 -0.51274
H -1.61201 1.24500 -0.69602
H 0.20225 3.47841 -3.64620
H 1.01955 2.51741 -2.40262
H 1.45269 4.99103 -2.32534
H 1.42318 3.38141 -0.28326
H 1.43000 4.99910 0.00681
H -0.81725 5.80716 -2.92362
H -0.35155 6.42785 -1.31663
C 3.87634 -1.58207 3.48981
O 2.51742 -1.38697 3.10259
C 2.33341 -0.95477 1.84505
O 3.26019 -0.78917 1.09120
C 0.87114 -0.74551 1.52168
C -0.07153 -1.63821 2.26689
As 0.63679 -3.42434 2.37226
C -0.71898 -4.51358 3.29456
C 0.14614 -3.83542 0.47805
C 0.32291 -2.94899 -0.50573
As 0.41987 -0.93579 -0.46576
C 2.08114 -0.76616 -1.55937
C 0.16468 -3.30468 -1.93709
O -0.63833 -2.73824 -2.64799
O 0.96670 -4.21739 -2.52150
C 2.07716 -4.80743 -1.84027
C -0.23506 -5.24498 0.30418
O 0.50972 -6.17037 0.54248
O -1.50292 -5.52711 -0.05950
C -2.46477 -4.47196 -0.19230
C -1.45019 -1.44744 2.15082
O -2.38199 -2.15358 2.55328
O -1.79100 -0.23939 1.48236
C -3.15617 0.10931 1.44545
H 3.86334 -1.73707 4.56581
H 4.47108 -0.70812 3.23237
H 4.28957 -2.45742 2.98471
H -0.55736 -4.42830 4.36900
H -0.58117 -5.55508 3.00139
H -1.72106 -4.17308 3.05465
H 2.87110 -1.43343 -1.22846
H 2.49656 0.28266 -1.49800
H 1.81538 -0.96201 -2.59923
H 1.81354 -5.79574 -1.47037
H 2.41047 -4.20160 -1.00017
H 2.87867 -4.89249 -2.57289
H -3.43358 -4.96639 -0.23066
H -2.31197 -3.90415 -1.11138
H -2.44200 -3.78806 0.65740
H -3.30313 1.05085 1.98547
H -3.74801 -0.68071 1.90796
H -3.46806 0.23293 0.40239
*
```